a | The following is a DFT calculation (ωB97M-V/def2-TZVPD) of a 10-piece molecular cluster, C30H70N10O10 overall.

Each line ends with the Mulliken charge.
Geometry (Å):
C 19.43368 -19.31716 3.87849  -0.9952
C 19.23731 -20.32446 2.75871  0.7469
O 18.18652 -20.92507 2.62371  -0.6581
N 20.05589 -20.31933 1.74371  -0.1853
C 19.88579 -20.82958 0.43370  -0.8549
H 20.49699 -19.16438 4.06321  0.3774
H 19.00457 -19.69655 4.80587  0.2929
H 19.00973 -18.36845 3.54939  0.1834
H 20.77773 -19.66033 1.99821  0.2020
H 18.92540 -20.54406 0.00448  0.2743
H 19.91593 -21.91876 0.40392  0.2784
H 20.74085 -20.43686 -0.11653  0.3378
C 24.67642 -5.91671 -5.80026  -0.9501
C 24.85669 -7.41470 -5.50675  0.6763
O 25.92955 -7.91317 -5.87885  -0.6544
N 23.85824 -8.11883 -5.02664  -0.1234
C 23.87945 -9.54122 -4.79061  -0.9568
H 24.48644 -5.71009 -6.85351  0.2475
H 25.54252 -5.39041 -5.39904  0.2851
H 23.88266 -5.51817 -5.16843  0.3109
H 22.93670 -7.70625 -5.00123  0.2228
H 24.36216 -10.02813 -5.63797  0.3115
H 22.90680 -10.02634 -4.87252  0.3633
H 24.37639 -9.65747 -3.82747  0.2723
C 20.73587 -14.88693 -4.48622  -1.0618
C 20.73254 -16.21650 -5.26434  0.9140
O 21.43088 -16.43286 -6.25936  -0.6960
N 19.88496 -17.15014 -4.87171  -0.1360
C 19.64316 -18.46350 -5.27408  -0.8834
H 20.09453 -14.09145 -4.86570  0.2215
H 21.73809 -14.45953 -4.51750  0.2877
H 20.49878 -15.08586 -3.44108  0.3605
H 19.49685 -16.88061 -3.97906  0.0885
H 18.67306 -18.72655 -5.69576  0.2937
H 19.82520 -19.25940 -4.55192  0.2804
H 20.25295 -18.62305 -6.16336  0.3343
C 19.10008 -14.26843 0.95774  -0.9081
C 18.00472 -15.27664 0.70878  0.6983
O 18.20127 -16.05693 -0.21653  -0.6169
N 16.92123 -15.21766 1.56787  -0.2254
C 15.80728 -16.12481 1.45266  -0.9739
H 19.87656 -14.59680 1.64866  0.2763
H 18.76670 -13.36163 1.46241  0.2231
H 19.53494 -13.84990 0.05010  0.2511
H 16.62915 -14.35025 1.99494  0.2663
H 15.96701 -17.11124 1.01729  0.3141
H 15.07382 -15.57830 0.85982  0.3670
H 15.18637 -16.28556 2.33398  0.3252
C 22.43855 -24.45497 -8.12184  -1.1199
C 22.63345 -23.03160 -7.67858  0.7316
O 22.26387 -22.67669 -6.64481  -0.5183
N 23.29842 -22.13952 -8.55018  -0.1985
C 23.44090 -20.72072 -8.34250  -0.9614
H 21.77164 -25.05619 -7.50390  0.3242
H 23.36975 -25.00686 -8.24993  0.3408
H 22.01840 -24.53615 -9.12433  0.2241
H 23.86627 -22.48137 -9.31227  0.2210
H 23.24585 -20.09935 -9.21654  0.2534
H 24.50520 -20.66367 -8.11417  0.3519
H 23.02273 -20.42716 -7.37966  0.3532
C 18.10677 -22.73214 -9.80774  -1.0025
C 18.40019 -23.10261 -11.28777  0.7140
O 17.90139 -22.42875 -12.20014  -0.6536
N 19.19215 -24.17062 -11.55932  -0.1575
C 19.30420 -24.70065 -12.91023  -0.8856
H 17.39607 -21.90610 -9.78186  0.3043
H 19.00708 -22.23342 -9.44881  0.2290
H 18.00453 -23.55813 -9.10391  0.3206
H 19.52571 -24.78333 -10.82896  0.2243
H 18.83864 -24.20107 -13.75981  0.3033
H 18.84751 -25.69016 -12.88979  0.3120
H 20.38204 -24.84475 -12.98489  0.2890
C 18.98453 -8.96206 1.40618  -0.9429
C 19.77613 -9.31827 0.17103  0.6865
O 20.95388 -9.07682 0.10615  -0.6666
N 19.32911 -9.89226 -0.96897  -0.1233
C 17.90965 -10.28733 -1.10718  -0.9461
H 18.15941 -8.40460 0.96287  0.3336
H 19.55496 -8.26257 2.01726  0.2660
H 18.73047 -9.88809 1.92196  0.2362
H 20.00803 -10.09202 -1.68958  0.2301
H 17.41537 -9.37308 -1.43571  0.2952
H 17.51629 -10.68085 -0.16989  0.2921
H 17.84072 -11.12919 -1.79612  0.3397
C 17.83336 -8.02867 -5.59751  -1.2023
C 18.46073 -6.73044 -5.04141  0.7358
O 19.72740 -6.70166 -4.77706  -0.6696
N 17.67752 -5.66308 -5.10717  -0.1556
C 18.15085 -4.38703 -4.79790  -0.8534
H 17.50900 -7.86335 -6.62491  0.3605
H 16.86489 -8.29574 -5.17460  0.3719
H 18.58395 -8.81895 -5.58482  0.2659
H 16.68616 -5.83837 -5.18831  0.2539
H 17.26706 -3.79860 -4.55139  0.3342
H 18.59130 -4.04247 -5.73351  0.2737
H 18.84597 -4.29609 -3.96325  0.2797
C 15.84098 -13.75829 -8.37455  -0.9829
C 17.23010 -13.09986 -8.04266  0.6367
O 17.37061 -12.44665 -7.02551  -0.6193
N 18.26449 -13.34620 -8.83830  -0.1647
C 19.56760 -12.93072 -8.64805  -0.8105
H 15.52416 -13.95017 -9.39969  0.3432
H 15.30376 -12.99460 -7.81218  0.2748
H 15.68108 -14.71300 -7.87348  0.2735
H 18.12295 -13.91907 -9.65799  0.2406
H 20.19535 -13.19562 -9.49885  0.3492
H 20.11701 -13.32533 -7.79335  0.1703
H 19.56959 -11.84138 -8.61031  0.2889
C 26.62215 -17.06424 -5.06566  -1.0806
C 27.91529 -17.83381 -5.24743  0.7594
O 28.11522 -19.02093 -5.10174  -0.6030
N 28.94726 -16.95344 -5.60439  -0.2043
C 30.40069 -17.33645 -5.77279  -0.9548
H 26.02972 -17.97584 -5.14382  0.2807
H 26.37263 -16.39331 -5.88766  0.3203
H 26.46227 -16.42605 -4.19660  0.2865
H 28.68617 -15.99972 -5.81018  0.2500
H 30.53518 -18.28795 -6.28725  0.2881
H 31.23045 -17.26789 -5.06931  0.3218
H 30.84833 -16.61381 -6.45507  0.3361

HOMO level = -8.98 eV
Orbital gap = 0.3362 Eh


b | The following is a DFT calculation (ωB97M-V/def2-TZVPD) of a 10-piece molecular cluster, C30H70N10O10 overall.

Each line ends with the Mulliken charge.
Geometry (Å):
C -22.51135 3.54620 9.84419  -0.9819
C -23.81626 4.30147 9.62365  0.6509
O -24.85011 3.68116 9.86087  -0.6511
N -23.75305 5.50524 9.06460  -0.1828
C -24.93287 6.34570 8.74211  -0.8024
H -22.60841 2.92168 10.73225  0.2779
H -21.64436 4.18963 9.99396  0.3595
H -22.37247 2.89492 8.98126  0.2396
H -22.82581 5.86383 8.88649  0.2344
H -24.67217 7.34590 8.39610  0.3321
H -25.48906 6.48457 9.66919  0.2712
H -25.60802 5.87167 8.02967  0.2521
C -21.13991 -4.46619 11.36182  -1.1126
C -20.52330 -3.33640 12.13909  0.7507
O -20.36954 -2.20499 11.60274  -0.6854
N -20.24599 -3.59193 13.41154  -0.1304
C -19.57409 -2.66550 14.30598  -0.8697
H -22.14454 -4.69348 11.71841  0.3032
H -20.56319 -5.39100 11.34695  0.3371
H -21.29842 -4.20107 10.31650  0.2807
H -20.30304 -4.53846 13.75930  0.2415
H -20.09162 -1.71834 14.45820  0.2571
H -18.58568 -2.45527 13.89740  0.2841
H -19.35350 -3.01569 15.31435  0.3443
C -13.58643 -2.41758 23.86141  -0.8680
C -14.59230 -1.53154 23.11961  0.6492
O -15.10185 -0.54448 23.64620  -0.6295
N -14.73376 -1.81950 21.80408  -0.1513
C -15.45800 -1.01911 20.84631  -0.8778
H -13.12056 -3.10009 23.15060  0.2503
H -14.20607 -3.03774 24.50914  0.2457
H -12.84272 -1.94116 24.50017  0.2839
H -14.41217 -2.68225 21.38893  0.1856
H -16.50177 -1.33134 20.81249  0.2864
H -15.03796 -1.04371 19.84079  0.3022
H -15.48409 0.01454 21.19127  0.3224
C -28.84354 0.60450 6.71437  -1.0479
C -27.92377 -0.60945 6.75410  0.7662
O -28.10206 -1.59486 6.11319  -0.6214
N -26.85495 -0.40725 7.51394  -0.1602
C -25.75239 -1.37433 7.63071  -0.8480
H -28.59021 1.28563 5.90199  0.2695
H -28.69193 1.29960 7.54017  0.2739
H -29.89438 0.33468 6.60927  0.3062
H -26.68617 0.44999 8.02065  0.1873
H -24.90217 -0.77691 7.30161  0.3211
H -25.78852 -2.26544 7.00405  0.2972
H -25.67820 -1.73347 8.65717  0.2560
C -12.72189 -6.56282 16.88634  -0.8510
C -13.70763 -5.99005 17.87527  0.5631
O -13.29246 -5.62623 18.99853  -0.6734
N -14.99620 -5.96136 17.59353  -0.1365
C -15.61618 -6.20893 16.24981  -0.9594
H -12.24884 -7.46924 17.26414  0.2650
H -11.92980 -5.84543 16.67181  0.2374
H -13.23015 -6.94744 16.00213  0.3201
H -15.63481 -5.56496 18.26817  0.2807
H -15.27528 -5.60852 15.40637  0.3063
H -16.68128 -6.00457 16.35878  0.3252
H -15.49179 -7.26273 16.00054  0.3232
C -24.26994 -7.69197 5.15664  -1.1210
C -23.56440 -8.20866 6.42347  0.7025
O -24.04916 -7.91083 7.48966  -0.6201
N -22.39718 -8.87854 6.30217  -0.1747
C -21.71209 -9.44121 7.46062  -0.7867
H -25.03904 -6.96077 5.40552  0.2913
H -24.81788 -8.43803 4.58109  0.3089
H -23.59822 -7.20348 4.45076  0.3348
H -22.09322 -9.03727 5.35216  0.2127
H -22.44427 -9.60679 8.25093  0.2763
H -20.97157 -8.70442 7.77186  0.2615
H -21.19787 -10.35670 7.16812  0.3136
C -23.40525 -9.62916 14.57413  -0.9749
C -21.91680 -9.48456 14.35189  0.7062
O -21.38597 -8.37162 14.44983  -0.6687
N -21.19105 -10.55686 14.02349  -0.1872
C -19.75179 -10.55094 13.77719  -0.8435
H -23.58725 -9.37506 15.61836  0.2638
H -23.74665 -10.66006 14.48033  0.3237
H -23.98463 -9.05256 13.85306  0.2679
H -21.72349 -11.39815 13.85368  0.2223
H -19.27143 -11.09394 14.59114  0.2865
H -19.33632 -9.54807 13.67852  0.2888
H -19.46618 -11.05299 12.85281  0.3142
C -27.64368 -5.76775 10.86732  -0.9693
C -28.32691 -7.10514 10.99440  0.7309
O -29.33041 -7.16899 11.75310  -0.6845
N -27.93349 -8.10241 10.24991  -0.1658
C -28.74120 -9.33722 10.12486  -0.8702
H -28.42244 -5.04187 11.10126  0.2837
H -27.30215 -5.60396 9.84524  0.3172
H -26.84735 -5.62398 11.59758  0.2413
H -27.13124 -8.00734 9.64371  0.2150
H -28.31974 -10.06590 10.81732  0.2711
H -28.63226 -9.61021 9.07523  0.3306
H -29.81555 -9.24968 10.28673  0.3013
C -18.60924 -2.10084 6.42305  -0.9299
C -17.16343 -2.14990 6.98149  0.6340
O -16.16717 -2.31524 6.21366  -0.6706
N -16.97672 -1.91352 8.26481  -0.1315
C -15.72593 -1.86196 8.92490  -0.8411
H -19.35532 -2.46242 7.13066  0.2955
H -18.61667 -2.82027 5.60423  0.2939
H -18.81102 -1.16207 5.90721  0.2566
H -17.78950 -1.66899 8.81225  0.2176
H -15.82402 -1.77200 10.00675  0.3109
H -15.19483 -0.96007 8.62055  0.2820
H -15.11154 -2.71586 8.63945  0.2822
C -29.51692 1.05782 13.09371  -1.0977
C -28.40369 0.22520 13.72438  0.8125
O -28.60334 -0.64916 14.60023  -0.6617
N -27.19751 0.49354 13.21052  -0.1495
C -25.90326 -0.07485 13.50465  -0.8793
H -30.51369 0.68369 13.32731  0.3150
H -29.39265 1.20768 12.02123  0.2951
H -29.47187 2.04694 13.54947  0.2960
H -27.20326 1.16526 12.45629  0.1689
H -25.43699 -0.37544 12.56638  0.2931
H -26.10960 -1.00926 14.02658  0.3543
H -25.25132 0.54766 14.11747  0.2542

HOMO level = -9.07 eV
Orbital gap = 0.3309 Eh


The energy of each structure relative to the most stable one, in kcal/mol, is as follows: a 78.5; b 0.0.


a | The following is a DFT calculation (ωB97M-V/def2-TZVPD) of one molecule with the formula C9H13N3O3.

Each line ends with the Mulliken charge.
Geometry (Å):
C 3.39086 -0.11296 0.04480  0.5463
C 2.12990 0.35920 0.49730  0.1143
C 0.05028 2.73355 -0.30637  0.3658
C -1.42514 1.42941 1.27228  -1.2908
C -1.66372 0.04265 0.56225  -0.6059
C 0.03529 1.87464 0.97538  0.4140
C 0.85778 0.69274 0.60556  -0.1165
C 0.80077 -2.70174 0.33200  -1.0325
C -0.02358 -1.53443 -1.53461  -0.8652
N -0.36414 -0.62689 0.64978  0.0919
N 1.20004 3.35654 -0.44624  -0.2896
N -0.17277 -1.67453 -0.05343  -0.2093
O 4.16290 -0.98232 -0.29015  -0.5675
O 3.44620 1.14548 0.42417  -0.4569
O -0.84728 2.79134 -1.10547  -0.6132
H -2.07101 2.13512 0.99830  0.5075
H -1.46079 1.46507 2.41040  0.4131
H -2.50522 -0.41154 1.06564  0.3875
H -1.96420 0.31101 -0.40118  0.3544
H 0.30609 2.27136 1.93273  0.4855
H 1.22455 -2.48588 1.40235  0.2915
H 0.40128 -3.60195 0.45773  0.3859
H 1.59633 -2.66039 -0.33789  0.3856
H 0.99008 -1.08371 -1.93880  0.2494
H -0.30368 -2.57587 -2.03267  0.3682
H -0.86823 -0.80802 -1.98291  0.2642
H 1.76888 3.62225 0.31755  0.2175
H 1.43900 3.88920 -1.22836  0.2047

HOMO level = -8.34 eV
Orbital gap = 0.3241 Eh


b | The following is a DFT calculation (ωB97M-V/def2-TZVPD) of a 2-piece molecular cluster, C9H13N3O3 overall.

Each line ends with the Mulliken charge.
Geometry (Å):
C 2.08440 -0.15800 -2.24865  -0.6444
C 1.73418 0.83416 -1.43404  -0.4173
C 1.84087 -1.44883 -1.81592  -0.5591
C 1.00854 -0.66651 0.32311  0.2469
C 1.12916 0.62721 -0.18139  0.5145
C 1.36653 -1.76544 -0.51479  0.3736
C 0.29302 -3.35422 0.99126  -0.5363
C 0.59620 1.73435 0.56044  -0.5521
C -2.05943 1.49743 -0.48752  -0.3127
N 0.18376 1.58012 1.72516  -0.5435
N -2.38108 2.66628 0.16571  -0.3196
N -2.09414 0.41257 0.23215  0.6623
O -1.64739 -0.75671 -0.13547  -0.6993
O -2.35019 0.53572 1.56729  -0.4356
O 1.06519 -3.00908 -0.17211  -0.4527
H 2.60719 0.04736 -3.27278  0.2411
H 2.08336 1.92420 -1.58566  0.1817
H 2.11239 -2.31724 -2.32045  0.4871
H 0.77786 -0.58311 1.39540  0.4360
H 0.98978 -3.19769 1.91956  0.2661
H 0.04214 -4.49392 0.81952  0.2168
H -0.55978 -2.74324 1.12843  0.2008
H 0.64603 2.79259 0.12942  0.2286
H -2.17139 1.46832 -1.53143  0.3922
H -0.10954 2.49803 2.22024  0.2668
H -2.27474 -0.42453 1.82935  0.3944
H -2.83036 3.38337 -0.36676  0.1998
H -2.08257 2.91683 1.05994  0.1639

HOMO level = -7.70 eV
Orbital gap = 0.3062 Eh


The energy of each structure relative to the most stable one, in kcal/mol, is as follows: a 3.3; b 0.0.


a | The following is a DFT calculation (ωB97M-V/def2-TZVPD) of an isolated ion of composition H3O3P3 and charge -2.

Each line ends with the Mulliken charge.
Geometry (Å):
O 2.00949 1.37387 -1.12830  -0.7552
O 3.10048 -1.25157 -1.04130  -0.6907
O 4.00416 0.35539 0.74420  -0.7004
P -0.68829 -0.60275 -0.11873  -0.2936
P 1.06818 -0.70621 1.08942  -0.3015
P 2.89488 -0.13251 -0.09809  0.6415
H 1.06814 0.67434 -1.11938  0.1821
H -0.50494 -1.87692 0.35749  -0.0987
H 1.18149 0.70929 1.50468  0.0164

HOMO level = 1.06 eV
Orbital gap = 0.2269 Eh
Charge = -2


b | The following is a DFT calculation (ωB97M-V/def2-TZVPD) of H3O3P3 as an isolated structure.

Each line ends with the Mulliken charge.
Geometry (Å):
O -0.09201 -1.82064 1.72223  -0.8723
O 1.51946 0.97380 1.65010  -0.6835
O 1.74006 -0.70347 -0.33060  -0.6493
P -0.38788 0.72661 -2.28704  -0.2161
P -1.00752 0.58324 -0.30625  -0.2833
P 0.91559 -0.01193 0.68834  0.6830
H -0.74852 -1.28713 1.36490  0.2472
H -1.20668 -0.28573 -2.59441  -0.1939
H -0.73250 1.82525 0.09274  -0.0318

HOMO level = 1.07 eV
Orbital gap = 0.2254 Eh
Charge = -2


The energy of each structure relative to the most stable one, in kcal/mol, is as follows: a 0.0; b 4.8.